A 8-piece molecular cluster, C21H56F6NO10PSSi overall at a distorted geometry. Source: the OMol25 dataset; level of theory: wB97M-V/def2-TZVPD.

Structure (ORCA input):
```
! wB97M-V def2-TZVPD RIJCOSX def2/J DEFGRID3
* xyz 0 1
C -1.03 5.47 -0.63
C -0.09 4.34 -0.97
F 0.23 4.46 -2.32
Si -0.88 2.60 -0.83
C -2.47 2.51 -1.83
C -3.78 2.66 -1.02
O -4.13 4.02 -0.85
C -4.94 2.00 -1.81
N -5.98 1.48 -0.92
C -1.04 2.03 1.01
F -1.79 0.95 1.15
F 0.21 1.67 1.41
C -1.48 3.09 2.02
F -0.54 3.94 2.24
F -2.58 3.68 1.67
F -1.72 2.47 3.17
P 0.58 1.22 -1.88
O 0.01 0.99 -3.36
O 1.98 1.95 -2.16
S 0.74 -0.50 -1.01
H -1.22 5.57 0.43
H -1.98 5.38 -1.13
H -0.59 6.40 -0.96
H 0.82 4.43 -0.39
H -2.49 1.55 -2.33
H -2.41 3.27 -2.61
H -3.70 2.23 -0.04
H -4.37 4.39 -1.71
H -5.37 2.73 -2.49
H -4.58 1.19 -2.43
H -6.00 2.08 -0.11
H -5.66 0.57 -0.61
H -0.54 0.19 -3.31
H 2.49 1.89 -1.33
C 3.80 -3.69 1.36
C 2.38 -3.34 0.93
O 1.79 -4.41 0.20
H 4.41 -3.92 0.48
H 4.26 -2.87 1.90
H 3.80 -4.58 1.99
H 2.39 -2.47 0.28
H 1.76 -3.11 1.80
H 1.77 -5.19 0.77
C -5.08 0.38 3.91
C -6.29 0.47 3.00
O -6.00 -0.10 1.72
H -4.23 0.90 3.47
H -5.29 0.82 4.89
H -4.78 -0.66 4.06
H -6.57 1.51 2.84
H -7.14 -0.05 3.44
H -5.76 -1.02 1.85
C 7.50 -5.40 3.62
C 7.09 -4.63 2.38
O 6.61 -3.33 2.70
H 6.65 -5.49 4.30
H 7.86 -6.40 3.37
H 8.29 -4.87 4.16
H 6.29 -5.15 1.85
H 7.94 -4.53 1.69
H 7.31 -2.86 3.16
C -7.70 -4.22 0.90
C -8.10 -3.48 -0.37
O -8.57 -2.17 -0.07
H -8.55 -4.29 1.58
H -7.34 -5.23 0.67
H -6.90 -3.68 1.42
H -8.90 -4.00 -0.88
H -7.24 -3.40 -1.05
H -7.87 -1.68 0.37
C 3.88 1.84 4.19
C 3.99 2.37 2.77
O 3.94 1.31 1.82
H 4.69 1.14 4.39
H 3.92 2.65 4.92
H 2.94 1.30 4.33
H 4.93 2.89 2.63
H 3.17 3.08 2.56
H 3.10 0.86 1.93
C 3.40 2.54 -4.98
C 4.83 3.02 -4.86
O 4.89 4.45 -4.73
H 2.91 3.00 -5.85
H 3.36 1.45 -5.09
H 2.82 2.82 -4.10
H 5.40 2.76 -5.75
H 5.32 2.57 -3.99
H 4.39 4.68 -3.94
C 1.81 -4.01 -3.41
C 3.22 -3.50 -3.26
O 3.25 -2.08 -3.16
H 1.34 -3.58 -4.30
H 1.79 -5.10 -3.50
H 1.20 -3.72 -2.55
H 3.83 -3.77 -4.13
H 3.69 -3.93 -2.37
H 2.73 -1.83 -2.39
*
```

The LUMO energy comes out at 0.227 eV.



A 7-piece molecular cluster, C21H57N2O7 overall at a distorted geometry. Source: the OMol25 dataset; level of theory: wB97M-V/def2-TZVPD.

Structure (ORCA input):
```
! wB97M-V def2-TZVPD RIJCOSX def2/J DEFGRID3
* xyz -1 1
N 3.90 -3.29 4.32
C 2.83 -2.86 5.16
C 1.93 -1.79 4.50
O 1.43 -0.81 5.42
C 0.74 -2.43 3.78
N -0.50 -2.24 4.48
H 4.40 -2.46 4.03
H 3.16 -2.44 6.12
H 2.19 -3.71 5.35
H 2.54 -1.33 3.76
H 2.04 -0.08 5.42
H 0.63 -1.97 2.81
H 1.02 -3.46 3.59
H -0.45 -2.59 5.42
H -1.26 -2.66 3.98
C -3.76 -1.37 -0.02
C -3.20 -0.82 1.29
C -2.43 0.47 1.07
O -2.36 -1.78 1.92
H -2.95 -1.61 -0.71
H -4.31 -2.30 0.17
H -4.44 -0.66 -0.49
H -4.03 -0.65 1.98
H -1.57 0.31 0.42
H -2.05 0.85 2.02
H -3.07 1.24 0.62
H -1.60 -1.95 1.35
C -1.01 -2.13 -2.90
C 0.20 -2.33 -2.01
C 1.12 -3.41 -2.55
O -0.22 -2.66 -0.68
H -1.61 -3.04 -2.95
H -1.64 -1.35 -2.47
H -0.73 -1.83 -3.91
H 0.75 -1.39 -1.93
H 0.60 -4.38 -2.60
H 1.98 -3.54 -1.90
H 1.47 -3.16 -3.56
H -0.70 -3.50 -0.72
C 3.65 -0.37 0.00
C 3.75 -0.64 -1.48
C 5.19 -0.68 -1.95
O 3.01 0.35 -2.21
H 4.09 0.60 0.24
H 2.60 -0.35 0.31
H 4.16 -1.14 0.59
H 3.27 -1.59 -1.71
H 5.68 0.28 -1.76
H 5.24 -0.87 -3.02
H 5.75 -1.45 -1.43
H 3.40 1.22 -2.02
C 3.81 4.63 1.39
C 2.64 4.30 0.48
C 1.32 4.37 1.23
O 2.81 3.01 -0.10
H 3.88 3.91 2.21
H 4.75 4.58 0.84
H 3.72 5.63 1.82
H 2.62 5.00 -0.35
H 1.31 3.63 2.05
H 0.49 4.13 0.57
H 1.15 5.36 1.66
H 2.83 2.36 0.61
C -6.08 2.04 2.69
C -7.28 1.77 1.80
C -8.58 1.78 2.60
O -7.13 0.52 1.13
H -5.98 1.27 3.46
H -5.16 2.02 2.10
H -6.16 3.01 3.18
H -7.33 2.52 1.01
H -8.56 1.00 3.36
H -9.43 1.59 1.95
H -8.73 2.75 3.09
H -7.08 -0.17 1.79
C 0.91 1.17 -7.42
C 1.00 0.64 -6.00
C 2.35 0.94 -5.37
O 0.75 -0.77 -5.99
H 1.66 0.70 -8.06
H -0.07 0.94 -7.86
H 1.06 2.25 -7.45
H 0.21 1.08 -5.40
H 3.15 0.46 -5.95
H 2.40 0.55 -4.36
H 2.54 2.01 -5.34
H 1.44 -1.19 -6.51
*
```

The LUMO energy comes out at 2.262 eV.



C21H57O8V as an isolated structure at a distorted geometry. Source: the OMol25 dataset; level of theory: wB97M-V/def2-TZVPD.

Structure (ORCA input):
```
! wB97M-V def2-TZVPD RIJCOSX def2/J DEFGRID3
* xyz 1 4
V 0.21 1.15 -0.74
O 0.13 -0.62 0.14
H -0.67 -1.13 0.20
C 2.02 4.23 1.50
C 2.57 3.07 0.79
C 3.83 2.59 1.48
O 1.67 1.92 0.68
H 1.00 4.60 1.11
H 2.75 5.04 1.52
H 1.93 3.93 2.55
H 2.82 3.40 -0.23
H 4.28 1.69 1.02
H 3.70 2.47 2.58
H 4.65 3.36 1.30
H 1.32 1.68 1.59
C -3.69 -0.68 -2.12
C -2.18 -0.68 -2.21
C -1.49 -1.42 -3.35
O -1.56 0.63 -2.05
H -4.04 -0.02 -1.33
H -4.05 -1.74 -1.99
H -4.07 -0.38 -3.10
H -1.79 -1.16 -1.29
H -1.79 -1.01 -4.33
H -1.81 -2.49 -3.26
H -0.40 -1.31 -3.29
H -1.38 1.03 -2.93
C -2.74 -4.41 2.93
C -2.54 -3.57 1.64
C -3.41 -2.32 1.56
O -1.21 -3.12 1.39
H -3.75 -4.88 2.75
H -2.88 -3.83 3.84
H -2.07 -5.22 2.94
H -2.74 -4.28 0.84
H -3.35 -1.91 0.56
H -3.11 -1.54 2.30
H -4.38 -2.66 1.94
H -0.95 -2.61 2.11
C -3.55 1.78 1.16
C -2.45 2.63 0.45
C -2.52 4.07 0.80
O -1.09 2.15 0.73
H -3.62 0.71 0.75
H -4.53 2.25 1.09
H -3.42 1.64 2.22
H -2.68 2.38 -0.63
H -1.71 4.53 0.28
H -2.28 4.16 1.83
H -3.42 4.51 0.48
H -1.03 1.92 1.67
C 2.35 -0.32 3.70
C 0.84 -0.26 3.70
C 0.34 0.32 5.01
O 0.26 0.51 2.63
H 2.87 -1.09 3.11
H 2.67 -0.39 4.72
H 2.75 0.64 3.32
H 0.53 -1.30 3.66
H 0.60 1.35 5.10
H 0.84 -0.26 5.79
H -0.73 0.17 5.28
H 0.21 -0.07 1.84
C 0.89 2.90 -3.18
C 1.41 1.51 -3.62
C 2.80 1.63 -4.22
O 1.57 0.77 -2.37
H 0.04 2.71 -2.52
H 0.51 3.48 -4.01
H 1.63 3.50 -2.68
H 0.78 1.01 -4.25
H 3.20 0.66 -4.45
H 3.56 2.14 -3.63
H 2.86 2.22 -5.15
H 2.03 -0.06 -2.46
C 2.21 -4.06 -0.91
C 2.59 -3.18 -2.14
C 2.24 -3.78 -3.49
O 1.95 -1.89 -2.03
H 1.28 -4.61 -0.98
H 2.10 -3.44 0.01
H 3.03 -4.77 -0.72
H 3.63 -2.95 -2.07
H 2.68 -3.39 -4.38
H 1.14 -3.60 -3.67
H 2.32 -4.84 -3.60
H 1.48 -1.81 -1.21
*
```

Its expectation value of S² is 3.754. The LUMO energy (spin up / spin down) comes out at -2.038 / -2.055 eV.



A 8-piece molecular cluster, C21H58O8 overall at a distorted geometry. Source: the OMol25 dataset; level of theory: wB97M-V/def2-TZVPD.

Structure (ORCA input):
```
! wB97M-V def2-TZVPD RIJCOSX def2/J DEFGRID3
* xyz 0 1
C -0.49 -4.79 4.17
C -0.11 -4.03 5.43
C -0.88 -4.55 6.66
O 1.30 -4.10 5.59
H -0.05 -4.33 3.29
H -1.57 -4.82 3.99
H -0.12 -5.81 4.28
H -0.35 -2.96 5.37
H -0.39 -4.13 7.54
H -0.84 -5.64 6.74
H -1.93 -4.28 6.60
H 1.51 -5.00 5.85
C -1.24 -1.03 -5.75
C -1.22 -1.51 -4.29
C -0.16 -2.58 -4.13
O -0.86 -0.37 -3.47
H -0.36 -0.41 -5.93
H -2.09 -0.39 -6.01
H -1.15 -1.85 -6.47
H -2.18 -1.89 -3.94
H 0.86 -2.28 -4.35
H -0.46 -3.49 -4.66
H -0.09 -2.89 -3.08
H 0.01 -0.04 -3.78
C 2.73 -2.10 -1.02
C 3.34 -0.71 -0.90
C 3.44 -0.20 0.52
O 4.65 -0.67 -1.52
H 3.12 -2.79 -0.27
H 2.87 -2.48 -2.03
H 1.65 -2.06 -0.85
H 2.68 -0.02 -1.44
H 2.42 -0.14 0.89
H 3.92 0.79 0.51
H 4.08 -0.82 1.15
H 4.48 -0.54 -2.46
C -2.54 1.30 4.37
C -1.83 0.52 5.46
C -0.31 0.47 5.31
O -2.19 1.03 6.75
H -2.30 0.86 3.40
H -2.18 2.33 4.38
H -3.62 1.31 4.53
H -2.18 -0.52 5.45
H 0.06 -0.02 6.21
H 0.10 1.49 5.29
H -0.05 -0.09 4.42
H -1.57 1.74 6.95
C -1.69 4.61 -1.29
C -0.56 5.14 -0.44
C 0.80 4.91 -1.09
O -0.73 6.54 -0.19
H -1.77 5.17 -2.22
H -2.65 4.74 -0.78
H -1.56 3.56 -1.54
H -0.50 4.62 0.52
H 0.82 5.15 -2.16
H 1.01 3.84 -1.01
H 1.60 5.49 -0.64
H -1.60 6.61 0.22
C 2.14 2.46 -5.65
C 1.66 2.21 -4.22
C 0.23 2.68 -4.04
O 1.63 0.78 -3.99
H 1.38 2.25 -6.40
H 3.04 1.87 -5.83
H 2.36 3.53 -5.77
H 2.35 2.71 -3.53
H -0.39 2.31 -4.85
H 0.12 3.76 -3.98
H -0.13 2.35 -3.06
H 2.48 0.40 -4.24
C -0.52 -1.33 1.41
C -1.07 -0.62 0.19
C -0.43 0.74 -0.04
O -0.90 -1.48 -0.93
H -0.46 -0.60 2.22
H 0.47 -1.74 1.20
H -1.16 -2.12 1.82
H -2.16 -0.48 0.33
H -0.73 1.42 0.75
H -0.68 1.18 -1.01
H 0.66 0.64 -0.07
H -0.99 -0.99 -1.78
O -3.52 -2.92 -0.72
H -2.59 -2.67 -0.59
H -3.87 -2.25 -1.30
*
```

The LUMO energy comes out at 0.197 eV.



A 6-piece molecular cluster, C21H59BO18P3S5 overall. Source: the OMol25 dataset; level of theory: wB97M-V/def2-TZVPD.

Structure (ORCA input):
```
! wB97M-V def2-TZVPD RIJCOSX def2/J DEFGRID3
* xyz -1 1
C 1.69 2.64 -3.59
C 2.50 3.43 -2.56
P 4.22 3.95 -3.06
C 4.08 4.03 -4.91
C 5.13 4.99 -5.47
B 5.43 2.44 -2.76
P 6.33 2.44 -0.98
C 6.70 4.21 -0.64
C 4.92 2.14 0.21
P 4.69 0.71 -3.06
O 4.33 0.25 -4.42
O 5.72 -0.40 -2.41
O 3.39 0.52 -2.07
H 1.41 3.28 -4.42
H 0.76 2.26 -3.16
H 2.26 1.80 -3.98
H 1.96 4.34 -2.30
H 2.59 2.86 -1.64
H 3.08 4.40 -5.16
H 4.20 3.05 -5.37
H 5.01 5.13 -6.55
H 6.13 4.60 -5.30
H 5.06 5.96 -4.98
H 6.28 2.53 -3.61
H 5.80 4.80 -0.48
H 7.36 4.29 0.23
H 7.22 4.61 -1.51
H 5.13 1.32 0.90
H 4.76 3.04 0.81
H 3.98 1.95 -0.31
H 6.27 0.02 -1.73
H 3.03 -0.36 -2.26
O 0.40 1.99 2.63
S 0.68 2.75 1.45
O 1.87 3.54 1.38
O -0.59 3.69 1.15
C -1.05 4.51 2.24
C -0.19 5.73 2.46
C 0.55 1.77 0.00
H -1.12 3.90 3.14
H -2.06 4.79 1.95
H 0.80 5.46 2.82
H -0.66 6.38 3.20
H -0.07 6.29 1.53
H -0.37 1.20 0.03
H 1.41 1.10 -0.02
H 0.59 2.44 -0.86
O 3.20 -2.05 2.41
S 2.69 -2.03 1.07
O 1.51 -1.27 0.78
O 2.44 -3.53 0.60
C 1.71 -4.40 1.49
C 0.26 -4.01 1.66
C 3.95 -1.61 -0.07
H 2.23 -4.42 2.46
H 1.82 -5.38 1.03
H 0.16 -3.08 2.21
H -0.27 -4.79 2.20
H -0.21 -3.86 0.69
H 4.83 -2.21 0.14
H 4.15 -0.55 0.07
H 3.59 -1.78 -1.08
O -1.89 -2.30 -0.15
S -2.38 -2.22 -1.50
O -2.34 -3.40 -2.31
O -1.67 -1.02 -2.23
C -0.22 -0.92 -2.13
C 0.50 -1.89 -3.04
C -4.00 -1.54 -1.48
H 0.07 -1.05 -1.09
H -0.02 0.11 -2.42
H 0.35 -2.92 -2.72
H 1.57 -1.67 -3.03
H 0.14 -1.80 -4.07
H -3.99 -0.65 -0.87
H -4.66 -2.29 -1.04
H -4.30 -1.32 -2.50
O -3.01 -5.15 4.10
S -4.01 -5.62 3.19
O -5.38 -5.58 3.59
O -3.63 -7.09 2.73
C -3.31 -8.05 3.77
C -4.53 -8.58 4.48
C -3.83 -4.82 1.64
H -2.60 -7.58 4.46
H -2.78 -8.84 3.24
H -5.02 -7.80 5.06
H -4.24 -9.38 5.16
H -5.25 -8.97 3.76
H -2.79 -4.88 1.34
H -4.10 -3.78 1.80
H -4.48 -5.29 0.91
O -6.22 2.68 0.18
S -5.48 1.77 0.99
O -5.52 0.37 0.67
O -5.89 1.98 2.51
C -7.31 1.97 2.82
C -7.89 0.58 2.85
C -3.80 2.28 1.13
H -7.82 2.62 2.11
H -7.35 2.44 3.80
H -7.90 0.13 1.86
H -8.92 0.63 3.22
H -7.31 -0.07 3.51
H -3.78 3.33 1.40
H -3.35 2.13 0.15
H -3.31 1.67 1.88
*
```

The LUMO energy comes out at 1.779 eV.



Number 1: calculated total energy -88957.3209 eV. Number 2: calculated total energy -40012.3127 eV. Number 3: calculated total energy -64764.5684 eV. Number 4: calculated total energy -39097.4585 eV. Number 5: calculated total energy -142311.6316 eV.